(1)
The following is a quantum chemistry calculation of a cluster of 2 separate species, C2H2ClNO2 in total at a distorted geometry, from the Open Molecules 2025 dataset.

Summary:
* E_HOMO (alpha / beta): -9.89 / -7.86 eV
* LUMO energy (alpha / beta): -0.0214 / -0.0368 Eh
* energy above the lowest of the compared OMol25 structures with the same formula, charge and spin: 132.9 kcal/mol
* frontier orbital gap (alpha / beta): 9.31 / 6.86 eV

```
8
Properties=species:S:1:pos:R:3:lowdin_charge:R:1
C -0.992 -0.992 -0.188 -0.83
C 0.957 0.160 -0.004 -0.10
N 0.862 1.334 0.469 -0.13
O -0.865 -1.993 0.401 0.08
O 0.222 2.300 0.113 -0.01
Cl -2.069 0.172 -0.581 0.82
H 1.471 -0.630 0.634 0.11
H 0.415 -0.352 -0.844 0.05
```



(2)
The following is a quantum chemistry calculation of a cluster of 3 separate species, C2H2ClNO3 in total at a distorted geometry, from the Open Molecules 2025 dataset.

Summary:
* E_HOMO (alpha / beta): -1.82 / -2.18 eV
* LUMO energy (alpha / beta): 0.1919 / 0.1732 Eh
* energy above the lowest of the compared OMol25 structures with the same formula, charge and spin: 97.4 kcal/mol
* frontier orbital gap (alpha / beta): 7.05 / 6.89 eV
* total charge: -2

```
9
Properties=species:S:1:pos:R:3:lowdin_charge:R:1
C 1.553 -1.290 0.212 -0.82
C 0.786 -0.133 -0.178 0.06
N 1.505 2.176 0.221 -0.02
O 2.692 -1.603 -0.139 -0.06
O 2.465 2.527 -0.425 -0.16
O 0.659 -2.025 0.768 -0.09
Cl -10.465 0.358 0.580 -1.00
H -0.093 -0.047 0.283 0.00
H 0.899 0.038 -1.322 0.10
```



(3)
The following is a quantum chemistry calculation of a cluster of 2 separate species, C2H2ClNO3 in total at a distorted geometry, from the Open Molecules 2025 dataset.

Summary:
* E_HOMO: -2.31 eV
* LUMO energy: 0.1992 Eh
* energy above the lowest of the compared OMol25 structures with the same formula, charge and spin: 15.5 kcal/mol
* frontier orbital gap: 7.73 eV
* total charge: -2

```
9
Properties=species:S:1:pos:R:3:lowdin_charge:R:1
C 2.186 1.139 -0.034 -0.75
C 1.054 0.098 -0.050 0.00
N 1.262 -1.156 -0.023 -0.18
O 3.303 0.626 -0.102 -0.07
O 0.427 -2.119 0.014 -0.18
O 1.863 2.349 0.095 -0.09
Cl -12.235 0.090 0.065 -1.00
H -0.035 0.379 -0.150 0.14
H 2.176 -1.405 0.185 0.12
```



(4)
The following is a quantum chemistry calculation of a cluster of 2 separate species, C2H2ClNS in total at a distorted geometry, from the Open Molecules 2025 dataset.

Summary:
* E_HOMO: -10.51 eV
* LUMO energy: -0.0785 Eh
* energy above the lowest of the compared OMol25 structures with the same formula, charge and spin: 32.9 kcal/mol
* frontier orbital gap: 8.37 eV

```
7
Properties=species:S:1:pos:R:3:lowdin_charge:R:1
C 0.142 2.018 0.002 -0.37
C 1.323 1.359 0.272 -1.15
N -0.898 2.523 0.014 0.21
S 1.620 0.303 1.341 0.84
Cl 2.557 1.682 -1.203 0.42
H 0.816 -1.289 -1.497 0.01
H 1.130 -1.558 -2.125 0.03
```



(5)
The following is a quantum chemistry calculation of the molecule C2H2ClNS3 at a distorted geometry, from the Open Molecules 2025 dataset.

Summary:
* E_HOMO: -9.01 eV
* LUMO energy: -0.0260 Eh
* energy above the lowest of the compared OMol25 structures with the same formula, charge and spin: 0.0 kcal/mol
* frontier orbital gap: 8.30 eV

```
9
Properties=species:S:1:pos:R:3:lowdin_charge:R:1
C -0.592 -0.752 0.262 -0.41
C -0.691 0.683 0.371 -0.80
N -1.564 -1.477 0.646 -0.48
S -1.711 1.462 1.631 0.58
S -3.582 0.091 -0.865 0.14
S -2.305 1.424 -0.399 0.20
Cl -1.469 -3.148 0.389 0.58
H 0.303 -1.134 -0.229 0.11
H 0.198 1.242 0.107 0.07
```



(6)
The following is a quantum chemistry calculation of the molecule C2H2ClO2P at a distorted geometry, from the Open Molecules 2025 dataset.

Summary:
* E_HOMO (alpha / beta): -5.93 / -10.14 eV
* multiplicity: 3
* LUMO energy (alpha / beta): 0.0010 / -0.1265 Eh
* energy above the lowest of the compared OMol25 structures with the same formula, charge and spin: 77.6 kcal/mol
* frontier orbital gap (alpha / beta): 5.96 / 6.70 eV

```
8
Properties=species:S:1:pos:R:3:lowdin_spin:R:1
C 1.045 0.293 -0.368 0.29
C 0.538 -0.538 0.560 0.40
O 0.205 1.303 -0.746 0.54
O -1.093 1.155 -0.103 0.27
P -1.225 -0.137 0.872 0.25
Cl -2.379 -1.294 -0.581 0.20
H 2.017 0.605 -0.690 0.03
H 0.891 -1.388 1.056 0.02
```



(7)
The following is a quantum chemistry calculation of the molecule C2H2ClP at a distorted geometry, from the Open Molecules 2025 dataset.

Summary:
* E_HOMO (alpha / beta): -9.46 / -9.25 eV
* LUMO energy (alpha / beta): -0.0624 / -0.0603 Eh
* energy above the lowest of the compared OMol25 structures with the same formula, charge and spin: 69.5 kcal/mol
* frontier orbital gap (alpha / beta): 7.76 / 7.61 eV

```
6
Properties=species:S:1:pos:R:3:lowdin_charge:R:1
C 0.456 -0.621 0.217 -0.21
C -0.506 0.488 0.372 -1.01
P -0.433 -0.360 2.026 0.88
Cl -2.241 0.496 -0.538 0.32
H 0.279 -1.519 -0.336 0.01
H -0.093 1.450 0.342 0.01
```



(8)
The following is a quantum chemistry calculation of a structure of composition C2H2CuO2 at a distorted geometry, from the Open Molecules 2025 dataset.

Summary:
* E_HOMO (alpha / beta): -6.60 / -7.17 eV
* multiplicity: 2
* LUMO energy (alpha / beta): -0.0664 / -0.0682 Eh
* energy above the lowest of the compared OMol25 structures with the same formula, charge and spin: 69.6 kcal/mol
* frontier orbital gap (alpha / beta): 4.79 / 5.31 eV

```
7
Properties=species:S:1:pos:R:3:lowdin_spin:R:1
O -1.025 -0.401 1.271 0.51
C -0.728 0.354 0.275 0.12
C 0.180 -0.082 -0.727 0.09
O 1.439 -0.032 -0.505 0.08
H -0.192 -0.718 -1.554 0.01
Cu 2.190 1.146 1.121 0.09
H -1.864 -0.266 0.121 0.09
```



(9)
The following is a quantum chemistry calculation of a structure of composition C2H2F2HgO2 at a distorted geometry, from the Open Molecules 2025 dataset.

Summary:
* E_HOMO (alpha / beta): -14.41 / -15.08 eV
* multiplicity: 2
* LUMO energy (alpha / beta): -0.2574 / -0.2803 Eh
* frontier orbital gap (alpha / beta): 7.41 / 7.46 eV
* total charge: +1

```
9
Properties=species:S:1:pos:R:3:lowdin_spin:R:1
F 0.787 -0.806 0.826 0.01
H 1.444 2.172 -0.074 0.00
O -0.447 1.401 0.078 0.14
O -0.300 0.014 1.501 0.18
C 0.740 1.387 -0.379 -0.03
C 1.288 0.069 -0.686 -0.02
F 0.503 -0.601 -1.525 0.07
H 2.362 -0.104 -0.775 0.00
Hg -1.792 -0.493 -0.494 0.66
```



(10)
The following is a quantum chemistry calculation of a structure of composition C2H2F2LiORu at a distorted geometry, from the Open Molecules 2025 dataset.

Summary:
* E_HOMO (alpha / beta): -19.69 / -19.20 eV
* multiplicity: 6
* LUMO energy (alpha / beta): -0.3399 / -0.4777 Eh
* frontier orbital gap (alpha / beta): 10.44 / 6.20 eV
* total charge: +2

```
9
Properties=species:S:1:pos:R:3:lowdin_spin:R:1
F 1.671 2.595 0.638 0.43
C -1.221 0.253 0.205 0.25
C -0.375 -0.465 -0.551 0.14
O 0.956 -0.486 -0.307 0.42
H -0.953 0.875 1.063 0.01
H -0.754 -1.138 -1.329 0.00
Ru 2.086 0.919 0.054 3.63
Li 1.087 -2.361 -0.088 0.01
F -2.496 -0.192 0.314 0.10
```



(11)
The following is a quantum chemistry calculation of a cluster of 2 separate species, C2H2F2N2O2S in total at a distorted geometry, from the Open Molecules 2025 dataset.

Summary:
* E_HOMO (alpha / beta): -8.19 / -7.82 eV
* LUMO energy (alpha / beta): -0.1312 / -0.1487 Eh
* energy above the lowest of the compared OMol25 structures with the same formula, charge and spin: 76.9 kcal/mol
* frontier orbital gap (alpha / beta): 4.62 / 3.77 eV

```
11
Properties=species:S:1:pos:R:3:lowdin_charge:R:1
C 1.436 0.613 0.830 -0.18
C 1.360 1.880 0.287 -0.31
N 1.617 -0.397 1.414 0.22
N -0.943 -1.950 -0.029 -0.08
O -1.630 -0.543 -2.057 -0.39
O -1.547 0.560 0.225 -0.38
F 1.935 2.338 -0.812 0.18
F 0.354 2.623 0.677 0.17
S -0.995 -0.371 -0.742 0.71
H -1.043 -2.217 0.895 0.03
H -0.544 -2.534 -0.688 0.01
```



(12)
The following is a quantum chemistry calculation of a cluster of 2 separate species, C2H2F2N2S in total at a distorted geometry, from the Open Molecules 2025 dataset.

Summary:
* E_HOMO (alpha / beta): -9.34 / -9.34 eV
* LUMO energy (alpha / beta): -0.0216 / -0.0217 Eh
* energy above the lowest of the compared OMol25 structures with the same formula, charge and spin: 52.3 kcal/mol
* frontier orbital gap (alpha / beta): 8.75 / 8.75 eV

```
9
Properties=species:S:1:pos:R:3:lowdin_charge:R:1
C 1.947 0.540 -0.244 0.09
C 1.254 1.496 -0.417 -0.24
N -1.012 -1.154 0.065 -0.61
N -0.933 -0.411 1.093 0.00
F 0.556 2.547 -0.620 0.13
F -2.058 0.349 1.255 -0.07
S -2.145 -1.368 -1.062 0.58
H 2.533 -0.306 -0.061 0.02
H -0.142 -1.693 -0.009 0.10
```



(13)
The following is a quantum chemistry calculation of a cluster of 2 separate species, C2H2F2NO3 in total at a distorted geometry, from the Open Molecules 2025 dataset.

Summary:
* E_HOMO (alpha / beta): -3.81 / -3.78 eV
* LUMO energy (alpha / beta): 0.1507 / 0.1505 Eh
* energy above the lowest of the compared OMol25 structures with the same formula, charge and spin: 33.2 kcal/mol
* frontier orbital gap (alpha / beta): 7.92 / 7.88 eV
* total charge: -1

```
10
Properties=species:S:1:pos:R:3:lowdin_charge:R:1
C 2.085 0.279 0.186 -0.69
C -1.693 -0.202 0.329 -0.25
N -0.007 -0.504 -1.034 -0.03
O 1.768 1.376 -0.152 0.02
O 3.021 -0.321 0.665 0.01
O 0.901 -0.826 -0.169 -0.24
F -2.216 1.134 0.325 -0.06
F -2.674 -0.900 -0.127 0.05
H -1.158 -0.644 1.168 0.10
H -0.027 0.608 -1.191 0.10
```



(14)
The following is a quantum chemistry calculation of a cluster of 2 separate species, C2H2F2O2S in total at a distorted geometry, from the Open Molecules 2025 dataset.

Summary:
* E_HOMO: -10.52 eV
* LUMO energy: 0.0174 Eh
* energy above the lowest of the compared OMol25 structures with the same formula, charge and spin: 52.8 kcal/mol
* frontier orbital gap: 11.00 eV

```
9
Properties=species:S:1:pos:R:3:lowdin_charge:R:1
C 0.445 0.830 0.037 0.11
C 0.187 1.971 -0.286 -0.27
O -2.667 1.132 0.557 -0.40
O -1.993 -1.333 0.781 -0.31
F 0.324 3.112 -0.698 0.20
F -2.648 -0.534 -1.388 -0.37
S -3.043 -0.209 0.290 0.96
H -1.008 -1.056 0.732 0.07
H 0.358 -0.224 0.118 0.01
```



(15)
The following is a quantum chemistry calculation of a cluster of 2 separate species, C2H2F2O3 in total at a distorted geometry, from the Open Molecules 2025 dataset.

Summary:
* E_HOMO: -10.34 eV
* LUMO energy: 0.0245 Eh
* energy above the lowest of the compared OMol25 structures with the same formula, charge and spin: 65.3 kcal/mol
* frontier orbital gap: 11.01 eV

```
9
Properties=species:S:1:pos:R:3:lowdin_charge:R:1
C -0.759 0.933 -0.762 -0.51
C 0.532 -1.267 0.425 -0.11
O 0.067 1.544 -1.345 0.20
O -0.809 0.538 0.555 0.09
O 1.479 -0.789 -0.268 0.12
F -1.951 0.422 -1.266 0.08
F 0.779 -1.037 1.792 -0.05
H -1.462 -0.083 0.748 0.08
H 2.126 -0.262 0.121 0.10
```



(16)
The following is a quantum chemistry calculation of the molecule C2H2F2OS at a distorted geometry, from the Open Molecules 2025 dataset.

Summary:
* E_HOMO: -10.74 eV
* LUMO energy: 0.0046 Eh
* energy above the lowest of the compared OMol25 structures with the same formula, charge and spin: 31.6 kcal/mol
* frontier orbital gap: 10.87 eV

```
8
Properties=species:S:1:pos:R:3:lowdin_charge:R:1
C -2.587 0.333 -0.087 -0.20
C -0.993 0.075 0.310 -0.62
O -2.973 1.358 -0.470 0.17
F -3.789 -0.779 -0.101 -0.14
F -0.971 -0.529 1.526 -0.04
S 0.105 1.492 0.260 0.82
H -0.685 -0.686 -0.425 0.11
H 1.163 0.667 0.339 -0.11
```



(17)
The following is a quantum chemistry calculation of a structure of composition C2H2F2OS at a distorted geometry, from the Open Molecules 2025 dataset.

Summary:
* E_HOMO (alpha / beta): -9.74 / -9.18 eV
* LUMO energy (alpha / beta): -0.0356 / -0.0620 Eh
* energy above the lowest of the compared OMol25 structures with the same formula, charge and spin: 132.5 kcal/mol
* frontier orbital gap (alpha / beta): 8.77 / 7.49 eV

```
8
Properties=species:S:1:pos:R:3:lowdin_charge:R:1
C 2.264 -0.826 0.380 -0.18
C -1.326 0.259 -0.345 -0.37
O 1.206 1.512 -0.015 -0.49
F -1.625 0.414 0.940 0.04
F -1.934 -0.789 -0.795 0.10
S 0.995 0.102 -0.049 0.79
H 2.112 -1.790 0.834 -0.04
H -1.691 1.119 -0.949 0.15
```



(18)
The following is a quantum chemistry calculation of a structure of composition C2H2F2P at a distorted geometry, from the Open Molecules 2025 dataset.

Summary:
* E_HOMO: -16.73 eV
* LUMO energy: -0.2723 Eh
* energy above the lowest of the compared OMol25 structures with the same formula, charge and spin: 31.9 kcal/mol
* frontier orbital gap: 9.32 eV
* total charge: +1

```
7
Properties=species:S:1:pos:R:3:lowdin_charge:R:1
C -0.352 -0.627 -0.194 -0.10
C -0.722 -0.833 -1.350 0.22
F 0.070 1.910 0.424 -0.15
F 1.600 0.461 1.310 -0.19
P 0.118 0.919 1.532 1.11
H -0.028 -1.184 0.667 0.04
H -0.685 -0.646 -2.390 0.08
```



(19)
The following is a quantum chemistry calculation of a structure of composition C2H2F3InNO4S at a distorted geometry, from the Open Molecules 2025 dataset.

Summary:
* E_HOMO (alpha / beta): -10.10 / -10.09 eV
* multiplicity: 2
* LUMO energy (alpha / beta): -0.0217 / -0.1541 Eh
* frontier orbital gap (alpha / beta): 9.51 / 5.89 eV

```
14
Properties=species:S:1:pos:R:3:lowdin_spin:R:1
O -2.692 0.833 0.491 0.29
C -3.118 -0.397 0.210 0.21
O -2.246 -1.337 0.570 0.19
In -0.850 0.065 0.538 0.01
H -4.250 -0.322 0.649 0.16
N 0.243 0.754 -1.000 0.03
S 1.402 0.910 -0.046 0.00
O 2.207 2.154 0.021 0.01
O 0.965 0.430 1.357 0.00
C 2.743 -0.337 -0.433 0.00
F 3.241 -0.097 -1.648 0.00
F 2.253 -1.576 -0.426 0.00
F 3.747 -0.283 0.442 0.00
H -3.644 -0.799 -0.724 0.11
```



(20)
The following is a quantum chemistry calculation of a cluster of 2 separate species, C2H2F4NO3S in total at a distorted geometry, from the Open Molecules 2025 dataset.

Summary:
* E_HOMO: -4.06 eV
* LUMO energy: 0.1303 Eh
* energy above the lowest of the compared OMol25 structures with the same formula, charge and spin: 0.0 kcal/mol
* frontier orbital gap: 7.61 eV
* total charge: -1

```
13
Properties=species:S:1:pos:R:3:lowdin_charge:R:1
C 2.178 1.018 1.026 -0.54
C -0.286 -0.523 -1.671 -0.38
N 1.665 0.178 1.734 0.22
O -1.372 0.765 0.397 -0.23
O -0.423 -1.431 0.834 -0.37
O -2.701 -1.080 -0.280 -0.35
F 2.467 1.022 -0.349 0.03
F 2.577 2.187 1.343 0.15
F -0.437 -1.841 -2.234 -0.17
F -1.151 0.177 -2.503 -0.12
S -1.289 -0.783 -0.156 0.64
H -2.347 0.930 0.463 0.08
H 1.120 -0.619 1.396 0.04
```